C9H16NO | wB97M-V/def2-TZVPD

ORCA input file:
```
! wB97M-V def2-TZVPD RIJCOSX def2/J DEFGRID3
* xyz 2 2
O 0.188 2.153 0.009
N 2.506 1.042 0.623
C -1.066 -0.735 -1.779
C -2.019 1.357 -0.089
C -3.296 -1.880 -1.426
C 2.594 -0.463 0.900
C 2.927 -0.685 2.346
C -0.692 1.264 -0.545
C -0.233 0.307 -1.448
C -2.858 0.261 -0.302
C -2.343 -0.738 -1.131
H 2.252 -0.104 2.996
H -0.793 -1.472 -2.533
H -3.871 -1.768 -2.352
H 2.354 1.549 1.506
H 1.630 -0.900 0.588
H 3.306 -0.883 0.168
H 2.780 -1.707 2.712
H 3.909 -0.318 2.673
H -2.870 -2.882 -1.506
H 1.712 1.356 0.015
H -2.418 2.204 0.406
H -4.007 -2.026 -0.599
H 3.415 1.325 0.233
H 0.797 0.244 -1.757
H 0.022 3.038 0.367
H -3.925 0.462 -0.079
*
```

Results
Largest force on an atom (eV Å⁻¹): 4.0
ΔE to the lowest compared entry with this formula, charge and spin (eV): 0.731
E_LUMO (spin up / spin down) (eV): -7.29 / -11.06
Expectation value of S²: 0.7645